A molecular structure, C34H36Cl6F5N3O3PtSeSi, computed with ωB97M-V with the def2-TZVPD basis set.

Structure (XYZ):
```
90
Properties=species:S:1:pos:R:3:forces:R:3
Pt 1.298 -0.630 -1.277 -0.4 0.2 -0.3
Cl -0.252 2.684 -2.174 0.1 -0.1 0.2
C -0.457 1.319 -3.229 0.1 -0.1 0.0
C 0.132 0.084 -2.950 0.1 -0.4 -0.1
C -0.054 -0.901 -3.927 -0.1 0.2 -0.1
Cl 0.731 -2.446 -3.754 0.0 0.3 0.1
C -0.812 -0.710 -5.080 0.1 -0.1 0.0
Cl -1.014 -1.977 -6.223 0.0 0.0 0.0
C -1.396 0.531 -5.308 0.0 0.0 0.0
Cl -2.317 0.802 -6.732 0.0 0.0 0.0
C -1.207 1.551 -4.386 0.0 0.0 0.1
Cl -1.901 3.097 -4.689 0.0 0.0 0.0
C -0.289 0.344 3.801 0.0 0.1 0.0
C -1.407 1.324 4.222 0.1 -0.1 -0.1
C -2.157 0.687 5.405 0.0 0.0 0.0
C -0.754 2.620 4.721 -0.1 0.0 0.0
C -2.404 1.615 3.034 0.1 0.2 0.2
O -2.739 0.409 2.341 0.0 0.0 0.0
C -3.699 2.288 3.542 -0.1 -0.1 -0.3
C -4.816 2.483 2.495 0.2 0.1 0.0
C -4.689 3.697 1.601 -0.1 0.0 0.0
C -4.611 4.978 2.141 0.0 0.0 0.0
C -4.492 6.095 1.328 0.0 0.0 0.0
C -4.453 5.935 -0.048 0.0 -0.1 0.0
Cl -4.290 7.327 -1.071 0.0 0.0 0.0
C -4.545 4.674 -0.614 0.0 0.0 0.0
C -4.666 3.568 0.216 0.0 0.0 0.0
C -1.812 2.519 1.950 -0.1 -0.2 0.1
N -0.562 2.051 1.376 0.0 0.1 -0.1
C -0.376 0.988 0.604 -0.2 0.1 0.2
N 0.884 0.958 0.215 0.0 -0.4 -0.2
C 1.444 2.051 0.789 0.0 0.1 -0.1
N 0.590 2.748 1.502 0.0 -0.1 -0.1
H 0.136 -0.129 4.689 0.0 0.0 0.0
H 0.531 0.850 3.291 0.0 0.0 0.0
H -0.655 -0.445 3.147 0.0 0.0 0.0
H -1.431 0.350 6.146 0.0 0.0 0.0
H -2.744 -0.189 5.107 0.0 0.0 0.0
H -2.818 1.397 5.903 0.0 -0.1 0.0
H -0.141 2.395 5.598 0.0 0.0 0.0
H -1.498 3.363 5.022 0.1 0.0 0.0
H -0.100 3.062 3.970 0.0 0.0 0.0
H -3.139 -0.208 2.964 0.0 0.0 0.0
H -3.449 3.247 4.001 0.0 0.0 0.1
H -4.113 1.647 4.319 0.0 0.1 0.0
H -5.758 2.567 3.043 0.0 0.0 0.0
H -4.883 1.586 1.879 0.0 0.0 0.0
H -4.652 5.114 3.217 0.0 0.0 0.0
H -4.429 7.087 1.756 0.0 0.0 0.0
H -4.516 4.557 -1.690 0.0 0.0 0.0
H -4.743 2.581 -0.231 0.0 0.0 0.0
H -1.642 3.523 2.327 0.1 0.0 0.0
H -2.531 2.571 1.140 0.0 0.1 -0.1
H -1.149 0.275 0.363 0.1 0.0 0.0
H 2.476 2.338 0.671 -0.1 0.0 0.0
F 4.332 -6.760 -6.663 0.1 -0.1 -0.1
C 3.536 -6.437 -5.657 0.0 0.0 0.0
C 2.228 -6.062 -5.904 -0.1 0.0 -0.1
F 1.771 -6.042 -7.153 0.0 0.0 -0.1
C 1.403 -5.727 -4.849 -0.1 -0.1 0.2
F 0.141 -5.426 -5.123 -0.1 0.1 0.0
C 1.862 -5.716 -3.529 0.0 0.0 0.2
Se 0.786 -5.151 -2.087 0.0 -0.3 -0.1
C 3.188 -6.112 -3.318 -0.2 0.1 0.0
F 3.687 -6.137 -2.089 0.1 0.0 0.1
C 4.012 -6.485 -4.358 0.1 0.0 0.0
F 5.262 -6.880 -4.127 0.1 0.0 0.0
C -0.339 -3.521 1.410 -0.1 0.1 -0.1
C 0.355 -2.420 0.648 0.3 -0.1 0.2
O -0.005 -2.284 -0.590 0.2 0.7 0.2
O 1.236 -1.733 1.179 -0.3 -0.2 -0.3
H -1.410 -3.502 1.211 0.0 0.0 0.0
H -0.143 -3.414 2.474 0.0 0.0 0.0
H 0.051 -4.480 1.064 0.0 0.0 0.0
C 5.325 0.413 -1.640 0.0 0.0 0.1
Si 4.634 -0.972 -0.573 -0.1 0.0 -0.1
C 4.175 -0.376 1.141 0.0 0.0 0.0
C 5.884 -2.368 -0.430 0.0 0.0 0.0
C 3.149 -1.666 -1.486 0.2 -0.1 0.2
H 5.996 1.072 -1.083 0.0 0.0 0.0
H 4.513 1.023 -2.047 0.1 0.0 0.0
H 5.885 -0.003 -2.482 0.0 0.0 0.0
H 5.026 0.096 1.641 0.0 0.0 0.0
H 3.830 -1.213 1.752 0.0 0.1 0.0
H 3.356 0.344 1.098 0.1 -0.1 0.1
H 6.848 -2.005 -0.059 -0.1 0.0 0.0
H 6.052 -2.846 -1.399 0.0 0.0 0.0
H 5.524 -3.137 0.259 0.0 0.0 0.0
H 2.872 -2.662 -1.120 0.0 0.0 0.0
H 3.315 -1.715 -2.564 0.0 0.0 0.0
```
Positions in Å, forces in eV/Å.

- Kohn-Sham gap (spin up / spin down) (eV) = 8.169 / 6.539
- spin multiplicity = 5
- charge = 0

Atomic partial charges in e from the Löwdin method, atoms 1 to 5: number 1, Pt, carries 1.247; number 2, Cl, carries 0.695; number 3, C, carries -0.685; number 4, C, carries -0.286; number 5, C, carries -0.668

***

A gas-phase ion, C11H16N3 (charge +1) in a non-equilibrium geometry, computed with ωB97M-V with the def2-TZVPD basis set.

Structure (XYZ):
```
30
Properties=species:S:1:pos:R:3:forces:R:3
C -4.686 0.025 -0.058 -1.8 -2.0 -0.1
C -3.953 1.296 -0.119 -1.1 0.5 -0.1
C -4.100 -1.205 0.020 3.1 3.9 -0.4
C -2.626 1.321 -0.032 -0.4 -0.8 -0.5
C -2.503 -1.245 -0.057 -3.2 -0.4 -2.8
C -1.892 0.094 -0.053 1.5 -1.0 1.0
C 1.494 -0.896 0.389 -0.5 -0.4 -0.7
C 2.421 0.272 0.603 -1.1 1.0 -2.4
C 3.416 0.129 -0.600 -1.2 0.6 1.6
C 1.767 1.721 0.538 0.8 -2.3 2.1
C 4.489 0.835 -0.507 2.9 2.2 0.3
N -0.612 0.219 0.006 1.2 0.6 0.2
N 0.216 -0.899 0.025 -1.8 -2.2 -0.3
N 2.099 -2.080 0.303 3.8 2.1 2.6
H -5.836 -0.040 -0.130 2.0 0.7 0.0
H -4.504 2.246 -0.315 0.3 -1.0 0.5
H -4.612 -2.056 -0.248 -1.1 -1.9 0.1
H -2.027 2.186 -0.037 0.4 1.1 -0.1
H -2.037 -1.898 0.641 0.1 -0.6 0.7
H 2.954 0.231 1.525 0.4 -0.6 0.7
H 3.194 -0.288 -1.541 -0.8 -0.8 -0.7
H 2.566 2.349 0.256 0.7 0.9 -0.2
H 1.492 1.915 1.605 -0.5 0.3 -1.2
H 0.988 1.700 -0.178 -0.7 0.5 -0.2
H 5.194 1.054 -1.318 -0.4 -0.6 0.2
H -2.334 -1.662 -1.138 -0.1 0.4 1.7
H 4.739 1.418 0.398 -0.2 -0.5 -0.3
H -0.233 -1.893 -0.208 1.3 2.7 0.6
H 3.160 -2.085 0.497 -2.5 -0.1 -0.5
H 1.766 -2.765 -0.266 -1.1 -2.4 -1.6
```
Positions in Å, forces in eV/Å.

- Kohn-Sham gap (eV) = 8.040
- structure (SMILES) = C=C[C@@H](C)C(=[NH2+])N/N=C1/C=CC=CC1
- charge = +1

Atomic partial charges in e from the Löwdin method, atoms 1 to 5: number 1, C, carries -0.078; number 2, C, carries -0.038; number 3, C, carries -0.021; number 4, C, carries -0.028; number 5, C, carries -0.093

***

C3H7ClN2O2 in the gas phase in a non-equilibrium geometry, computed with ωB97M-V with the def2-TZVPD basis set.

Structure (XYZ):
```
15
Properties=species:S:1:pos:R:3:forces:R:3
C -1.155 0.357 -0.305 -0.5 -2.6 -1.3
C 1.045 0.440 0.773 -1.2 0.8 -0.3
C 1.970 0.596 -0.379 2.5 0.6 -1.3
H -2.334 -1.566 0.854 -0.4 -0.3 -1.4
H -3.063 0.077 -0.912 1.1 -1.5 0.5
H -0.327 -1.297 0.626 0.6 2.3 -0.8
H 1.610 -0.093 1.518 -0.3 -0.4 0.5
H 0.839 1.449 1.193 -0.3 -0.6 -0.3
H 2.825 1.342 -0.120 -1.7 -1.1 -0.7
H 1.554 0.751 -1.415 0.1 0.3 1.5
N -2.188 -0.511 -0.790 -0.5 1.3 0.4
N -0.184 -0.269 0.371 0.8 -2.2 2.2
O -2.323 -1.758 -0.131 -0.2 0.9 1.3
O -1.126 1.477 -0.701 0.0 2.4 -0.2
Cl 2.856 -0.995 -0.583 0.0 0.1 -0.1
```
Positions in Å, forces in eV/Å.

- Kohn-Sham gap (eV) = 10.639
- structure (SMILES) = O=C(NO)NCCCl
- charge = 0

Atomic partial charges in e from the Löwdin method, atoms 1 to 5: number 1, C, carries -0.615; number 2, C, carries -0.282; number 3, C, carries -0.536; number 4, H, carries 0.118; number 5, H, carries 0.164

***

2 unconnected molecules or ions with the total composition BrFH2NPS in a non-equilibrium geometry, computed with ωB97M-V with the def2-TZVPD basis set.

Structure (XYZ):
```
7
Properties=species:S:1:pos:R:3:forces:R:3
N 0.075 0.563 0.034 -1.0 -2.0 -0.6
F -0.722 -1.734 0.686 0.1 0.9 -1.0
P -0.996 -0.609 -0.481 -1.5 0.2 1.6
S -2.826 0.170 -0.346 0.8 -0.7 -0.5
Br 3.813 -0.036 -0.165 0.0 0.0 0.0
H 0.799 0.183 0.606 0.9 1.0 0.2
H -0.143 1.464 -0.334 0.8 0.7 0.4
```
Positions in Å, forces in eV/Å.

- Kohn-Sham gap (spin up / spin down) (eV) = 6.938 / 5.018
- charge = 0

Atomic partial charges in e from the Löwdin method, atoms 1 to 5: number 1, N, carries -0.202; number 2, F, carries -0.340; number 3, P, carries 0.336; number 4, S, carries 0.145; number 5, Br, carries 0.043

***

Calculated total energy (eV), listed in the same order as above: -211644.824 -16126.890 -22820.763 -94405.782
Calculated ΔE to the lowest compared entry with this formula, charge and spin (eV), listed in the same order as above: 0.000 3.635 0.431 2.271